94
Properties=species:S:1:pos:R:3 method="wB97M-V/def2-TZVPD" e_above_lowest_kcal_mol=0.0 s2=3.79 spin_multiplicity=4 orbital_gap_ha="0.289 / 0.297" largest_force_ha_per_bohr=0.0024 e_tot_ev=-319820.950
As -2.1345 5.1052 -3.5791
C 1.3071 0.8207 3.8596
H -2.7845 3.0196 -1.6225
H -0.5582 -5.3182 -2.7684
H -3.1458 3.2356 2.2032
H -1.9080 -4.2778 -2.3053
C 7.0163 -2.2990 1.0131
C -0.8208 3.8331 -1.1987
C 5.5459 -3.6498 2.2726
C -4.7236 -3.1037 0.1595
H 1.7384 1.0356 -3.8089
C -5.1524 -2.2207 -0.9933
H 1.0233 4.5246 -0.2713
H -4.6885 2.0947 0.3234
C 0.8935 -5.0945 -0.4276
N 4.5142 -2.9735 1.7605
H -0.4262 4.8093 0.6929
C -2.4126 7.0440 -3.6818
C -0.1995 -4.2049 -0.9733
H -6.2398 -2.1302 -0.9888
P -1.9880 -2.5493 0.1545
C 1.9275 -1.6781 1.0693
C 1.7783 -1.0498 2.4376
C -5.1066 -2.5593 1.5206
H 0.2343 -3.3256 -1.4517
H -4.7192 -1.2262 -0.9075
N 6.0049 -1.5997 0.5214
H 4.4455 -5.3853 2.8389
C 0.0631 4.0969 0.0245
H -6.1944 -2.5081 1.5880
As -2.1994 1.7115 0.4205
H 0.2635 3.1871 0.6008
H -4.8414 -2.6490 -1.9459
H 0.3106 -0.0111 -3.5707
C 2.3041 -1.1280 4.7819
H 1.8638 -0.4642 -2.8501
H 8.0069 -2.0095 0.6779
O 0.6212 0.8721 1.5907
C 1.2208 0.3746 -3.1142
H -4.7388 -3.2096 2.3135
H -4.6989 -1.5631 1.6823
C 4.7891 -1.9721 0.9352
H 0.1377 5.7167 -4.6006
H -1.6040 -5.7787 -1.4120
O -0.9415 -3.7334 0.1844
C -2.3328 2.5099 2.1801
O -3.3111 -3.4171 0.0878
H 1.5259 -4.5460 0.2690
H -2.8238 7.2991 -4.6575
C -1.1303 -4.9373 -1.9201
C 1.2152 0.2322 2.5915
H -1.4734 7.5792 -3.5378
C -2.1824 3.2855 -0.7504
H -2.7289 4.0667 -0.2131
H -5.1756 -4.0893 0.0374
H 0.6282 3.4206 -2.7559
H 0.4627 -5.9536 0.0890
H 6.0858 -5.3164 3.5237
H 7.6921 -3.8774 2.3200
H -4.3225 0.4193 0.8054
C 1.8433 0.1622 4.9516
H 2.5099 2.2834 0.0825
S 3.4816 -1.0208 0.2516
S -1.7380 -1.3241 -1.4190
H 2.6698 -2.7274 3.4093
C -4.0545 1.2291 0.1307
C -1.0567 5.1747 -1.9178
C -0.1382 2.8776 -2.1955
H -3.1234 7.3533 -2.9166
H 2.1205 -2.7440 1.1998
C 2.5009 2.0668 -0.9833
H -1.3899 2.9823 2.4409
H 4.7981 -4.2791 4.1608
C 2.2761 -1.7304 3.5386
H -0.8709 2.5126 -2.9225
H -2.5257 1.7157 2.9009
H -0.0964 5.6427 -2.1566
C 6.8480 -3.3378 1.9155
O 0.9331 -1.4565 0.1562
S -1.7889 -1.4546 1.8152
Cl 0.7365 2.4507 4.0761
H 1.8864 0.6502 5.9146
H -4.1844 0.9016 -0.8989
Cl 2.9536 -2.0024 6.1446
C -0.6701 5.0423 -4.8878
As 0.7826 1.3076 -1.4744
H 1.5155 -5.4556 -1.2477
H -1.0594 5.3472 -5.8591
Cr -0.3710 -0.1204 0.2912
H -1.5861 5.8526 -1.2414
H -0.2813 4.0297 -4.9807
H 2.6762 2.9751 -1.5592
C 5.2099 -4.7291 3.2546
H 3.2801 1.3402 -1.1979